[1]
Here is C32H60Br25InN as an isolated structure in a non-equilibrium geometry from the OMol25 dataset. Energies are from ωB97M-V/def2-TZVPD.

Geometry (Å):
Br: -0.2968 9.2814 2.0168
C: 0.0912 7.2946 1.9397
C: 0.9138 6.7416 3.2536
C: 2.5429 6.6571 3.0540
In: 2.9517 4.7004 1.8999
C: 2.2199 5.1005 -0.2319
C: 2.9927 6.1789 -1.1733
C: 2.2428 6.3003 -2.6101
C: 0.9407 5.4135 -2.9143
N: 0.2297 4.3838 -2.1053
C: 0.9465 4.3119 -0.8028
H: 0.6677 7.1197 0.9104
H: -0.9298 6.6874 1.8227
H: 0.7341 7.5050 4.1530
H: 0.5241 5.6703 3.5427
H: 3.1614 6.6926 4.0538
H: 2.9862 7.5241 2.3657
H: 4.7383 4.3584 1.8378
H: 2.1809 3.2774 2.6766
H: 3.9237 6.7769 -0.7935
H: 2.6573 7.0436 -3.4296
H: 0.4378 5.6021 -3.9832
H: 0.4767 3.5150 -0.0446
Br: 0.4615 1.1144 1.5949
C: 0.1404 0.7529 -0.2948
C: -0.3337 -0.6660 -0.5066
Br: 1.1468 -1.9299 -0.3844
H: 1.0673 0.9856 -0.8261
H: -0.6330 1.4668 -0.5927
H: -0.7322 -0.7924 -1.5175
H: -1.0869 -0.9852 0.2186
Br: 0.4294 6.2728 -6.2139
C: -0.3984 5.1170 -7.5495
C: -1.5914 4.3878 -6.9768
Br: -1.0324 2.8987 -5.8478
H: 0.3828 4.4483 -7.9209
H: -0.7074 5.7899 -8.3546
H: -2.1842 3.9319 -7.7751
H: -2.2386 5.0247 -6.3681
Br: -1.9566 -5.4115 0.4257
C: -0.5327 -4.8100 1.6154
C: -1.0905 -4.3224 2.9322
Br: -1.8678 -2.5425 2.7529
H: 0.0344 -4.0477 1.0743
H: 0.1009 -5.6888 1.7664
H: -0.2919 -4.2104 3.6713
H: -1.8695 -4.9715 3.3410
Br: -0.8405 -4.5210 -2.8527
C: -1.6683 -5.6768 -4.1883
C: -2.8613 -6.4060 -3.6156
Br: -2.3023 -7.8951 -2.4866
H: -0.8871 -6.3455 -4.5597
H: -1.9773 -5.0038 -4.9933
H: -3.4541 -6.8619 -4.4139
H: -3.5085 -5.7690 -3.0069
Br: 0.1721 -13.4895 -2.5209
C: 1.1008 -11.8973 -3.1591
C: 0.1805 -10.6991 -3.1786
Br: -1.0287 -10.7635 -4.7077
H: 1.5166 -12.1423 -4.1403
H: 1.9198 -11.7435 -2.4505
H: 0.7526 -9.7758 -3.3077
H: -0.4410 -10.6142 -2.2833
Br: 1.1379 8.4736 -1.8690
C: 1.1028 10.4147 -1.6791
C: 0.8631 11.0894 -3.0096
Br: 2.4815 11.0967 -4.0983
H: 2.0451 10.7061 -1.2071
H: 0.2783 10.6173 -0.9895
H: 0.6122 12.1445 -2.8669
H: 0.0802 10.6114 -3.6042
Br: 3.9315 -8.9958 -5.2125
C: 3.0524 -7.2601 -5.0738
C: 3.0489 -6.7619 -3.6473
Br: 1.6936 -7.6770 -2.5842
H: 2.0507 -7.3751 -5.4967
H: 3.6378 -6.5937 -5.7138
H: 2.7732 -5.7041 -3.6092
H: 4.0047 -6.9025 -3.1358
Br: -2.9248 8.0451 -7.5695
C: -4.5468 7.9900 -6.4874
C: -4.2193 7.9786 -5.0124
Br: -3.6213 6.2137 -4.4364
H: -5.1179 7.1162 -6.8128
H: -5.0964 8.8975 -6.7537
H: -5.1141 8.1835 -4.4174
H: -3.4345 8.6877 -4.7363
Br: 2.1618 1.7914 7.0949
C: 2.4160 0.5151 5.6418
C: 3.4402 1.0142 4.6494
Br: 2.6847 2.3847 3.4852
H: 1.4325 0.3360 5.1989
H: 2.7634 -0.4016 6.1270
H: 3.7492 0.2089 3.9766
H: 4.3261 1.4481 5.1206
Br: -2.5461 -3.9078 6.4163
C: -4.3985 -4.2131 5.8871
C: -4.9189 -5.5165 6.4471
Br: -4.2434 -7.0394 5.4327
H: -4.4304 -4.1653 4.7952
H: -4.9546 -3.3664 6.2998
H: -6.0071 -5.5707 6.3498
H: -4.6432 -5.6811 7.4920
Br: 4.9262 2.6288 2.4180
C: 6.7456 1.9429 2.2629
C: 6.7848 0.6812 1.4324
Br: 6.1554 -0.8559 2.4550
H: 7.1227 1.8060 3.2800
H: 7.3099 2.7433 1.7756
H: 7.8135 0.4350 1.1538
H: 6.1717 0.7366 0.5290
Br: -6.8107 -9.6004 7.7045
C: -5.5980 -9.2223 9.1849
C: -6.2226 -8.2632 10.1713
Br: -6.1789 -6.4327 9.4993
H: -4.6669 -8.8515 8.7477
H: -5.4126 -10.1926 9.6545
H: -5.6474 -8.2381 11.1014
H: -7.2662 -8.4945 10.4007

Net charge: -1
HOMO level (eV): -3.6691
Molar mass (u): 2571.26


[2]
Here is one molecule with the formula C5H10O2 in a non-equilibrium geometry from the OMol25 dataset. Energies are from ωB97M-V/def2-TZVPD.

Geometry (Å):
C: 2.2147 -0.0054 0.7658
C: 0.7914 0.4324 0.6783
C: -0.0859 0.1103 -0.2871
C: 0.2139 -0.6789 -1.5244
C: -1.4998 0.4631 -0.0693
O: -1.6614 0.6909 1.5074
O: -2.3790 -0.4729 -0.5773
H: 2.8723 0.8436 0.5643
H: 2.4362 -0.3548 1.7739
H: 2.4563 -0.7978 0.0629
H: 0.5497 1.2388 1.3582
H: 1.2772 -0.8434 -1.6720
H: -0.2825 -1.6475 -1.4620
H: -0.1817 -0.1673 -2.4014
H: -1.7355 1.4876 -0.3800
H: -1.7043 -0.1072 2.0517
H: -3.2816 -0.1913 -0.3889

SMILES: C/C=C(\C)C(O)O
Net charge: 0
HOMO level (eV): -8.8203
Molar mass (u): 102.13


Going through the records in order, we get energy above the lowest of the compared OMol25 structures with the same formula, charge and spin values of 1047.2, 213.8 kJ/mol.
Going through the records in order, we get HOMO-LUMO gap values of 5.06, 9.62 eV.